1.
Here is a cluster of 4 separate species, C3H13NO4 in total from the OMol25 dataset. Energies are from ωB97M-V/def2-TZVPD.

Summary:
- ΔE to the lowest compared entry with this formula, charge and spin: 0.758 eV
- 2S+1: 2
- Orbital gap (alpha / beta): 3.874 / 7.211 eV
- Charge: -1

Atoms and positions in Å:
C 0.3064 0.8592 2.2424
N 1.3103 1.3521 1.3209
C 1.5038 0.3665 0.2148
C 2.1415 0.9784 -0.9899
O 1.9709 0.4160 -2.1430
H -0.5954 0.4672 1.7189
H 0.7078 -0.0366 2.7255
H -0.0435 1.5044 3.0525
H 1.1260 2.2954 0.9981
H 0.5250 -0.0494 -0.0578
H 2.0160 -0.4639 0.7575
H 2.9480 1.7227 -0.9070
H -0.7052 -1.9209 -2.2819
H -0.0173 -0.5694 -2.5813
O -0.8287 -1.0592 -2.7115
H -0.5285 -1.9433 -0.3368
H -2.0707 -1.7076 -0.0820
O -1.2841 -2.2198 0.1682
H -2.8497 0.2964 -1.0905
H -2.4708 -0.0426 0.3213
O -3.1617 -0.2457 -0.3385

These are the Mulliken partial charges, in e, on atoms 1 to 5:
1. C -0.413
2. N -0.519
3. C 0.162
4. C -0.576
5. O -0.741


2.
Here is a cluster of 4 separate species, C3H13O3S in total from the OMol25 dataset. Energies are from ωB97M-V/def2-TZVPD.

Summary:
- ΔE to the lowest compared entry with this formula, charge and spin: 0.275 eV
- Orbital gap: 6.845 eV
- Charge: -1

Atoms and positions in Å:
C -0.9418 0.3164 2.3056
C -2.0021 0.8103 1.3274
C -1.6106 0.7210 -0.1362
S -1.5601 -0.9763 -0.7810
H -0.0304 0.8794 2.1692
H -1.2850 0.4158 3.3395
H -0.7535 -0.7413 2.1372
H -2.2575 1.8126 1.6833
H -2.9330 0.2597 1.4423
H -2.2670 1.3840 -0.7162
H -0.6584 1.2348 -0.2846
H 3.6233 0.7115 0.2806
H 2.2928 -0.0526 0.5551
O 2.7320 0.8255 0.6204
H 0.4322 -1.0579 -0.1874
H 1.0865 -2.0205 0.7413
O 1.3601 -1.4147 0.0324
H 1.4776 0.0881 -2.2664
H 2.4530 0.8931 -1.4283
O 2.2733 0.6289 -2.3498

These are the Mulliken partial charges, in e, on atoms 1 to 5:
1. C -0.916
2. C -0.452
3. C -0.618
4. S -0.599
5. H 0.220


3.
Here is a structure of composition C3H14Cu2F2NO9S2 from the OMol25 dataset. Energies are from ωB97M-V/def2-TZVPD.

Summary:
- 2S+1: 4
- Orbital gap (alpha / beta): 8.098 / 3.730 eV
- Charge: +2

Atoms and positions in Å:
Cu 2.7789 -0.1732 -0.4381
Cu 0.4212 -1.9896 1.2307
N -0.0221 -0.8245 2.9009
S 0.9674 -0.3482 4.2125
O 0.4484 -0.4962 5.5690
O 1.9918 0.6267 3.9454
F 1.8687 -1.6898 4.1841
S -0.9818 0.3491 3.1301
O -0.6814 1.6976 2.6984
O -1.9033 0.2644 4.2521
F -2.0912 0.1006 2.0256
O 2.6151 -1.9777 0.7674
H 3.3204 -1.6920 1.3802
O 0.6319 -0.2536 -0.0374
H 0.1951 0.5575 0.2879
C -1.0790 2.2974 -1.0505
C -1.4758 1.2086 -2.0397
C -2.4133 1.5836 -3.2139
O -0.2501 0.7357 -2.5271
H -0.5860 1.9822 -0.1309
H -1.7335 3.1484 -0.8619
H -0.2556 2.8327 -1.5233
H -1.8015 0.3093 -1.5169
H -3.3595 2.0324 -2.9117
H -2.7061 0.7572 -3.8616
H -1.8049 2.1891 -3.8857
H 0.2746 0.6569 -1.7270
O 0.3869 -3.1143 -0.8716
H 0.2546 -2.9468 -1.8047
H 1.0949 -3.7577 -0.8413
O 2.2276 -1.1119 -2.2904
H 2.3369 -2.0415 -2.4907
H 1.3310 -0.9122 -2.5599

These are the Mulliken partial charges, in e, on atoms 1 to 5:
1. Cu 0.718
2. Cu 0.359
3. N 0.446
4. S 0.945
5. O -0.443


4.
Here is a structure of composition C3H14Li4N6O5 from the OMol25 dataset. Energies are from ωB97M-V/def2-TZVPD.

Summary:
- 2S+1: 2
- Orbital gap (alpha / beta): 7.653 / 2.836 eV
- Charge: +3

Atoms and positions in Å:
Li -0.4599 -2.5826 -1.9574
Li -1.7207 0.1469 -2.2636
Li 1.1890 -0.5294 -0.3747
Li -1.9422 -1.8275 0.4601
O -1.2883 -3.4951 -0.3679
H -0.9096 -4.3953 -0.3417
O -0.6891 -0.7305 -0.8113
H -0.8870 0.0344 -0.2366
C 1.4092 0.4232 2.7985
O 1.3489 0.2994 1.6017
N 2.5084 0.6077 3.5190
N 0.3944 0.4488 3.6216
H 2.5704 0.7186 4.5210
H 3.3602 0.4870 2.9897
H -0.4802 0.2154 3.1735
H 0.4277 0.3796 4.6286
C -2.4112 1.9454 1.2236
O -1.9902 2.8058 0.5080
N -2.5120 2.0685 2.4834
N -2.8638 0.8368 0.8444
H -2.9218 1.3419 3.0529
H -2.1807 2.8755 2.9925
H -3.1698 0.1552 1.5241
H -2.9982 0.6822 -0.1446
C 1.7043 -0.7516 -3.9123
O 0.8859 -1.3667 -3.2549
N 1.3409 0.1890 -4.7482
N 3.0156 -0.7581 -3.9580
H 1.9782 0.5467 -5.4453
H 0.4499 0.5581 -4.4483
H 3.4128 -1.3690 -3.2586
H 3.4288 0.0398 -4.4192

These are the Mulliken partial charges, in e, on atoms 1 to 5:
1. Li 0.988
2. Li 0.883
3. Li 0.917
4. Li 0.902
5. O -0.415


5.
Here is a cluster of 3 separate species, C3H14N2O2 in total from the OMol25 dataset. Energies are from ωB97M-V/def2-TZVPD.

Summary:
- ΔE to the lowest compared entry with this formula, charge and spin: 0.502 eV
- 2S+1: 2
- Orbital gap (alpha / beta): 2.683 / 9.193 eV
- Charge: -1

Atoms and positions in Å:
N 2.3709 0.3967 0.3613
C 1.0076 0.9410 0.2709
C -0.0496 -0.0243 0.8427
N -0.9725 -0.3996 -0.2067
C -2.1520 -1.1435 0.2112
H 2.8533 0.8061 1.1596
H 2.8923 0.7303 -0.4586
H 0.9426 1.8941 0.7952
H 0.7262 1.1495 -0.7518
H 0.4945 -0.8642 1.2961
H -0.6177 0.3917 1.6796
H -0.4584 -0.8899 -0.9276
H -1.9574 -1.7613 1.0973
H -2.9581 -0.4437 0.4411
H -2.4622 -1.8071 -0.5963
H -1.8365 2.6094 -1.4927
H -1.2628 1.9179 -0.2824
O -1.4797 2.8020 -0.6144
H 1.8193 -1.7942 -0.2307
H 1.7037 -2.1077 -1.7317
O 1.3964 -2.4032 -0.8622

These are the Mulliken partial charges, in e, on atoms 1 to 5:
1. N -0.454
2. C -2.592
3. C -1.498
4. N -0.185
5. C -1.182


6.
Here is a cluster of 3 separate species, C3H14N2O2 in total from the OMol25 dataset. Energies are from ωB97M-V/def2-TZVPD.

Summary:
- Structure (SMILES): CNCCN.O.O
- ΔE to the lowest compared entry with this formula, charge and spin: 1.640 eV
- Orbital gap: 9.892 eV

Atoms and positions in Å:
N 1.6488 -1.0928 0.8583
C 0.5503 -0.1514 0.8566
C -0.0390 0.2457 -0.4882
N -1.5069 0.4107 -0.3995
C -2.0875 1.0654 -1.5523
H 1.5912 -1.9465 1.4028
H 2.0029 -1.4288 -0.0166
H -0.2828 -0.4792 1.4850
H 0.9645 0.7199 1.3894
H 0.3923 1.1145 -1.0089
H 0.0937 -0.5498 -1.2329
H -1.6331 0.9426 0.4540
H -3.1604 0.9585 -1.6951
H -1.8514 2.1383 -1.6505
H -1.5808 0.6458 -2.4280
H -3.2559 -1.2332 0.0287
H -3.1707 -1.6691 -1.5191
O -3.2978 -1.9457 -0.6255
H 5.4328 0.4942 1.5807
H 4.1763 1.0789 2.1623
O 5.0135 0.6820 2.3989

These are the Mulliken partial charges, in e, on atoms 1 to 5:
1. N -0.506
2. C -0.494
3. C -0.528
4. N -0.207
5. C -1.070


7.
Here is a cluster of 3 separate species, C3H14N2O2S in total from the OMol25 dataset. Energies are from ωB97M-V/def2-TZVPD.

Summary:
- Structure (SMILES): NCNCCS.O.O
- ΔE to the lowest compared entry with this formula, charge and spin: 0.334 eV
- Orbital gap: 8.843 eV

Atoms and positions in Å:
C 0.1636 -1.7924 0.0874
C 1.1593 -0.8585 0.7575
S 2.8698 -1.3202 0.3040
N -1.2282 -1.3937 0.3360
C -2.0032 -0.9007 -0.7781
N -1.9371 0.5169 -1.0727
H 0.3295 -1.8018 -0.9770
H 0.3066 -2.8029 0.4748
H 1.0024 -0.8468 1.8369
H 1.0218 0.1599 0.4114
H 3.2342 -0.1551 -0.2402
H -1.2879 -0.7460 1.1085
H -1.7346 -1.4060 -1.7024
H -3.0423 -1.1577 -0.5941
H -2.0378 1.1045 -0.2481
H -1.0600 0.8322 -1.4754
H -0.8655 2.1169 2.3950
H -1.4185 3.0903 1.3391
O -1.1856 2.1638 1.4896
H 0.4610 3.2841 -1.5458
H -1.0148 2.8910 -1.7510
O -0.4408 3.5910 -1.4233

These are the Mulliken partial charges, in e, on atoms 1 to 5:
1. C -0.553
2. C -0.468
3. S -0.235
4. N -0.304
5. C -0.733


8.
Here is the ion C3H14N9 with charge +1 from the OMol25 dataset. Energies are from ωB97M-V/def2-TZVPD.

Summary:
- ΔE to the lowest compared entry with this formula, charge and spin: 1.589 eV
- Orbital gap: 8.894 eV
- Charge: +1

Atoms and positions in Å:
C -0.4340 1.4533 0.1771
C 1.7010 0.0592 0.6474
C -0.8393 -0.9373 0.4471
N 0.7496 1.4091 0.8060
N -1.0769 0.3026 -0.0996
N 1.0817 -0.9511 -0.1765
N -0.8574 2.6636 -0.2161
N 2.9315 0.5301 0.1769
N -1.2904 -1.9422 -0.3811
N -1.0329 -1.0707 1.7743
N -2.3459 0.5104 -0.7093
N 1.1610 -0.6844 -1.5195
H 1.6885 -0.2754 1.6365
H -0.1672 3.3218 -0.1467
H -1.7326 2.7404 -0.5848
H 3.7174 0.8431 0.7303
H 2.9387 0.7630 -0.8354
H -1.3050 -1.6256 -1.3499
H -0.7065 -2.7278 -0.4206
H -0.6334 -0.2565 2.2201
H -0.5726 -1.8412 2.2429
H -3.0818 -0.1277 -0.2179
H -2.3842 0.3165 -1.6565
H 0.5233 0.1663 -1.7088
H 0.9515 -1.4654 -2.1074
H 1.2733 2.1905 0.7820

These are the Mulliken partial charges, in e, on atoms 1 to 5:
1. C 0.854
2. C -0.150
3. C 0.256
4. N -0.320
5. N 0.369


no.,energy (a.u.)
1,-477.77113
2,-746.06406
3,-5130.66979
4,-856.75123
5,-382.62901
6,-382.63951
7,-780.85123
8,-615.17865